# 1
The following is a quantum chemistry calculation of a molecular structure, C39H34BBrCl5F4GdN4OSSi in a non-equilibrium geometry, from OMol25.

Last column: Löwdin spin population.
Geometry (Å):
Gd -0.390 0.395 -0.212  7.17
Br -5.250 4.662 4.631  0.00
Cl 0.035 -1.492 5.250  0.00
Cl -3.306 -4.681 2.463  0.00
Cl -1.642 -4.122 5.051  0.00
Cl 0.195 0.409 2.806  0.00
Cl -3.129 -2.753 0.077  0.00
S 2.614 -1.678 0.166  0.00
Si 2.335 2.138 -2.349  -0.01
F 1.585 -1.997 -3.507  0.00
F -0.493 -1.596 -4.275  0.00
F 0.191 -0.671 -2.251  0.00
F 1.000 0.064 -4.292  0.00
O 1.400 -0.869 0.507  -0.01
N 0.945 2.080 -1.297  -0.08
N -2.503 -0.441 -1.872  -0.01
N -2.891 1.608 -0.049  -0.01
N 0.441 2.870 0.789  -0.01
C 1.026 -5.362 -1.986  0.00
C -3.435 2.359 1.000  0.00
C 1.971 -3.129 -0.694  0.00
C 0.352 3.513 3.146  0.00
C -3.385 0.537 -2.149  0.00
C -3.329 -1.641 -3.770  0.00
C -2.324 -3.269 2.570  0.00
C 1.982 -3.123 2.488  0.00
C -5.297 2.802 2.469  0.00
C 2.871 -4.033 -1.227  0.00
C 2.317 -3.838 3.625  0.00
C 0.606 -3.314 -0.808  0.00
C 2.044 2.856 -4.100  0.00
C -4.755 2.123 1.395  0.00
C 0.532 3.859 1.696  0.00
C -1.605 -3.016 3.735  0.00
C 0.134 -4.440 -1.464  0.00
C 2.982 -2.643 1.664  0.00
C -1.462 -1.204 1.494  -0.03
C 3.703 3.258 -1.596  0.00
C 3.142 0.412 -2.338  0.00
C -2.684 3.318 1.673  0.00
C -0.853 -1.846 3.821  0.00
C -2.501 -1.505 -2.660  0.00
C 4.314 -2.887 1.950  0.00
C 3.649 -4.077 3.925  0.00
C -0.802 -1.000 2.718  0.00
C 4.645 -3.620 3.076  0.00
C 0.776 3.147 -0.500  0.00
C 0.968 4.485 -0.923  0.00
C 0.798 5.171 1.348  0.00
C 2.392 -5.155 -1.876  0.00
C 0.971 5.492 0.001  0.00
C -4.528 3.746 3.131  0.00
C -3.584 1.544 -1.131  0.00
C -2.233 -2.374 1.505  0.00
C -4.178 -0.602 -4.098  0.00
C -4.220 0.506 -3.269  0.00
C -3.229 4.021 2.729  0.00
B 0.612 -1.069 -3.673  0.00
H 1.535 -4.208 4.271  0.00
H -4.447 2.203 -1.276  0.00
H 4.640 3.108 -2.123  0.00
H -4.897 1.325 -3.459  0.00
H -2.646 4.763 3.249  0.00
H 4.056 0.377 -1.755  0.00
H 2.464 -0.324 -1.929  0.00
H 2.806 2.471 -4.769  0.00
H 3.452 4.310 -1.671  0.00
H -6.303 2.594 2.793  0.00
H -3.284 -2.535 -4.368  0.00
H 3.930 -3.854 -1.123  0.00
H 1.121 6.517 -0.301  0.00
H -1.689 3.532 1.324  0.00
H 5.075 -2.490 1.296  0.00
H 5.684 -3.819 3.293  0.00
H 0.282 4.423 3.733  0.00
H -0.082 -2.581 -0.390  0.00
H 3.873 3.040 -0.546  0.00
H -0.929 -4.607 -1.551  0.00
H -5.338 1.379 0.872  0.00
H 0.659 -6.246 -2.486  0.00
H 1.208 2.939 3.505  0.00
H 0.948 -2.925 2.256  0.00
H 3.913 -4.615 4.824  0.00
H 1.100 4.666 -1.974  0.00
H 3.083 -5.871 -2.297  0.00
H 0.869 5.935 2.106  0.00
H -0.541 2.915 3.303  0.00
H 3.369 0.098 -3.348  0.00
H 1.081 2.565 -4.504  0.00
H -4.810 -0.660 -4.968  0.00
H 2.109 3.941 -4.116  0.00
H -1.816 -2.298 -2.400  0.00

As for the expectation value of S²: 15.910. As for the multiplicity: 8. For the lowest unoccupied orbital energy (spin up / spin down), the calculation gives -2.10 / -1.04 eV. The calculation puts the molecular weight at 1136.10 g mol⁻¹. For the HOMO energy (spin up / spin down), the calculation gives -7.75 / -7.81 eV. The calculation puts the energy above the lowest of the compared OMol25 structures with the same formula, charge and spin at 43.51 kcal/mol. As for the HOMO-LUMO gap (spin up / spin down): 5.6 / 6.8 eV.

# 2
The following is a quantum chemistry calculation of a molecular structure, C28H54MnP2Si in a non-equilibrium geometry, from OMol25.

Last column: Löwdin spin population.
Geometry (Å):
Mn -0.981 -2.995 -0.661  2.86
P 1.369 -2.676 1.010  0.03
P 1.755 -1.686 -2.416  0.01
Si 2.756 1.065 -2.064  0.00
C 1.723 1.553 -3.543  0.00
C -1.202 -4.175 -3.425  0.00
C -0.356 1.437 1.011  -0.06
C -0.701 2.841 -1.146  0.03
C 0.386 2.479 1.748  -0.01
C 0.065 -4.669 -3.350  0.02
C 0.548 -3.662 2.384  0.00
C -2.941 -1.133 0.810  0.01
C 0.651 -6.105 -1.347  -0.01
C 4.414 0.300 -2.397  0.00
C -2.463 0.404 -1.892  -0.01
C 2.447 -3.203 -1.636  0.00
C 2.658 -3.422 -0.099  0.00
C -2.441 -4.828 -2.930  0.00
C -2.269 -5.475 -1.571  0.01
C -0.916 -0.104 2.976  0.01
C 1.893 -0.387 -1.181  0.00
C 0.011 -4.969 -0.513  -0.11
C -0.840 1.612 -0.335  0.12
C 2.921 2.466 -0.856  0.00
C -1.650 0.512 -0.656  -0.07
C -0.918 0.248 1.543  0.08
C 0.501 -6.019 -2.852  0.00
C -0.069 -1.948 -2.285  0.04
C -1.730 -0.338 0.519  0.08
C -1.403 -4.748 -0.613  -0.04
C 2.488 -1.685 2.133  0.00
C 1.639 -1.591 -4.213  0.00
H -2.748 -5.596 -3.646  0.00
H 1.469 -6.263 -3.302  0.00
H 0.246 -7.066 -0.961  -0.01
H -2.750 -1.935 1.540  0.00
H -3.413 -1.587 -0.085  0.00
H 0.879 -4.152 -3.898  0.00
H 4.897 0.029 -1.454  0.00
H 3.288 -1.184 1.568  0.00
H 2.724 -4.498 0.050  0.00
H 0.097 0.004 3.383  0.00
H -0.179 -6.785 -3.207  0.00
H -1.299 2.820 -2.071  0.00
H 5.022 1.064 -2.883  0.00
H -1.063 3.690 -0.545  0.01
H 1.335 2.784 1.265  0.00
H -0.677 -1.261 -1.647  0.01
H 1.861 -0.930 2.629  0.00
H -1.798 0.521 -2.764  0.00
H 2.935 -2.329 2.900  0.00
H 0.518 -5.037 0.483  -0.01
H 2.088 2.543 -3.850  0.00
H -3.012 -0.547 -2.007  0.00
H 2.573 -0.740 -0.369  0.00
H 0.928 -0.222 -0.707  0.00
H 0.620 2.190 2.785  0.00
H 3.046 2.103 0.180  0.00
H 1.177 -4.387 2.901  0.00
H 1.878 -4.097 -1.984  0.00
H -1.871 -6.476 -1.675  0.00
H 1.849 0.886 -4.403  0.00
H 0.339 3.046 -1.425  0.01
H 0.947 -0.828 -4.551  0.00
H -0.341 -4.181 2.019  0.00
H -1.417 -3.388 -4.173  0.00
H 1.725 -6.155 -1.079  0.00
H -0.252 3.386 1.797  0.00
H 4.408 -0.588 -3.024  0.00
H 3.664 -3.066 0.143  0.00
H -3.248 -4.099 -2.879  0.00
H -3.207 1.218 -1.932  -0.01
H 0.053 -3.082 -1.959  0.00
H 1.240 -2.527 -4.581  0.00
H 3.847 2.980 -1.168  0.00
H -3.686 -0.446 1.251  0.00
H 0.171 -2.979 3.154  0.00
H 3.427 -3.259 -2.131  0.00
H -0.471 -1.967 -3.312  0.00
H 0.644 1.632 -3.328  0.00
H -3.229 -5.519 -1.054  0.00
H -1.970 -4.265 0.233  0.00
H 2.098 3.189 -0.887  0.00
H -1.560 0.558 3.579  0.01
H -1.248 -1.126 3.179  0.00
H 2.594 -1.425 -4.673  0.00

As for the expectation value of S²: 4.052. As for the net charge: +2. As for the multiplicity: 4. For the lowest unoccupied orbital energy (spin up / spin down), the calculation gives -7.65 / -7.50 eV. The calculation puts the molecular weight at 535.71 g mol⁻¹. For the HOMO energy (spin up / spin down), the calculation gives -12.33 / -12.13 eV. As for the HOMO-LUMO gap (spin up / spin down): 4.7 / 4.6 eV.

# 3
The following is a quantum chemistry calculation of a molecular structure, C2H6N2S2 in a non-equilibrium geometry, from OMol25.

Last column: Mulliken charge in e.
Geometry (Å):
S 0.465 0.939 0.364  -0.16
S -2.406 0.590 1.602  -0.14
N -1.955 -0.244 -0.019  -0.44
N 0.016 -1.281 -0.899  -0.49
C -0.592 -0.507 -0.253  0.53
C 2.216 0.311 0.000  -0.63
H -2.848 -0.820 -0.355  0.30
H -0.527 -1.845 -1.573  0.23
H 2.526 1.633 0.064  0.18
H 2.221 -0.601 -1.174  0.24
H -2.021 2.120 1.071  0.16
H 2.905 -0.295 1.173  0.22

As for the multiplicity: 1. For the lowest unoccupied orbital energy, the calculation gives 0.10 eV. The calculation puts the molecular weight at 122.22 g mol⁻¹. For the HOMO energy, the calculation gives -8.51 eV. The calculation puts the energy above the lowest of the compared OMol25 structures with the same formula, charge and spin at 156.65 kcal/mol. As for the HOMO-LUMO gap: 8.6 eV.

# 4
The following is a quantum chemistry calculation of a molecular structure, C2H2FFeO in a non-equilibrium geometry, from OMol25.

Last column: Löwdin spin population.
Geometry (Å):
Fe -2.655 -0.753 0.460  4.79
F 1.746 0.599 -0.514  0.03
O 0.815 -0.469 1.086  0.33
C 0.126 0.215 0.236  0.26
C -1.012 0.143 -0.401  0.57
H -1.004 0.475 -1.444  0.02
H 1.983 -0.209 0.578  0.00

As for the expectation value of S²: 12.021. As for the net charge: +1. As for the multiplicity: 7. For the lowest unoccupied orbital energy (spin up / spin down), the calculation gives -5.43 / -8.59 eV. The calculation puts the molecular weight at 116.88 g mol⁻¹. For the HOMO energy (spin up / spin down), the calculation gives -12.71 / -16.66 eV. As for the HOMO-LUMO gap (spin up / spin down): 7.3 / 8.1 eV.

# 5
The following is a quantum chemistry calculation of 2 unconnected molecules or ions with the total composition C7H14N4OS in a non-equilibrium geometry, from OMol25.

Last column: Mulliken charge in e.
Geometry (Å):
S 3.607 -0.843 0.790  -0.04
O 3.698 -2.054 -0.286  -0.56
N 0.977 -2.757 -0.266  -0.57
N 3.009 1.483 -2.168  -0.89
N 3.426 1.776 -0.029  -0.67
N 3.225 0.290 -1.558  0.38
C -0.462 -0.805 0.006  -0.92
C 3.098 2.370 -1.243  -0.11
C -1.582 1.486 -0.337  -1.18
C 0.417 -1.678 0.543  -0.34
C -0.913 0.470 0.644  0.78
C 3.498 0.488 -0.255  0.71
C -1.826 0.009 1.908  -1.30
H 0.991 -3.632 0.263  0.28
H -0.121 1.139 1.126  0.24
H -2.489 2.061 0.167  0.29
H 3.200 -0.457 -2.231  0.27
H -1.993 0.875 2.629  0.35
H -1.194 -0.849 2.297  0.34
H -1.827 0.908 -1.172  0.32
H 2.665 -2.493 -0.361  0.49
H -1.048 -1.124 -0.828  0.25
H -2.761 -0.459 1.633  0.36
H 3.106 3.420 -1.484  0.42
H 0.485 -2.846 -1.139  0.20
H 1.136 -1.558 1.281  0.62
H -0.801 2.098 -0.887  0.28

As for the multiplicity: 1. For the lowest unoccupied orbital energy, the calculation gives 0.41 eV. The calculation puts the molecular weight at 202.28 g mol⁻¹. For the HOMO energy, the calculation gives -8.28 eV. The calculation puts the energy above the lowest of the compared OMol25 structures with the same formula, charge and spin at 4.37 kcal/mol. As for the HOMO-LUMO gap: 8.7 eV.

# 6
The following is a quantum chemistry calculation of a molecular structure, C18H54AsF6O14 in a non-equilibrium geometry, from OMol25.

Last column: Mulliken charge in e.
Geometry (Å):
As 1.205 0.342 -1.153  2.00
F 1.749 1.107 -2.600  -0.55
F 0.654 -0.470 0.293  -0.30
F 0.372 -0.927 -2.090  -0.17
F 2.609 -0.562 -1.107  -0.46
F 1.881 1.571 -0.189  -0.39
F -0.353 1.269 -1.189  -0.39
O -3.260 -2.041 -1.909  -0.81
O 4.783 4.940 1.689  -0.54
O -1.005 -0.186 -4.549  -0.49
O -1.967 -0.010 5.557  -0.60
O -4.620 -0.106 2.706  -0.60
O 5.606 2.165 2.453  -0.67
O 2.410 -1.650 4.382  -0.54
O 1.719 -3.477 -1.309  -0.50
O 3.690 0.898 3.869  -0.71
O -0.518 -2.555 4.996  -0.63
O -2.991 2.547 -1.279  -0.55
O -3.634 -1.707 0.645  -0.62
O -1.234 -3.016 -3.845  -0.50
O -3.671 2.139 3.975  -0.60
C -1.994 4.834 -1.857  -1.07
C 4.180 3.734 1.179  -0.56
C 2.584 0.322 3.073  0.20
C -1.124 -0.213 4.460  0.63
C -3.707 1.998 2.532  0.08
C -4.931 1.182 2.204  -0.38
C -2.287 3.674 -0.836  0.00
C 2.223 -3.513 0.008  0.61
C 0.366 -3.677 -5.565  -1.15
C -2.491 -1.088 0.129  0.85
C 0.091 -3.518 -4.076  0.41
C 5.012 2.429 1.140  -0.08
C -0.697 2.175 -5.415  -0.88
C -1.020 -1.600 4.029  -0.32
C 2.512 -4.999 0.218  -1.38
C -0.258 0.599 -5.454  -0.42
C -2.657 -0.850 -1.344  0.44
C 2.476 -1.161 3.029  0.72
H -4.383 -0.693 1.995  0.37
H -0.392 0.045 -6.419  0.35
H 2.872 0.661 2.092  -0.21
H 3.081 -5.336 -0.625  0.33
H -3.371 -0.084 -1.635  0.04
H -1.714 -0.552 -1.852  -0.30
H 0.229 -4.407 -3.362  0.26
H -3.788 2.980 2.171  0.24
H 5.796 2.535 0.372  0.36
H -1.383 3.361 -0.360  0.20
H 5.090 5.507 0.993  0.32
H -2.796 4.175 0.027  0.25
H -1.777 2.152 -5.313  0.26
H 1.595 -5.555 0.257  0.34
H -0.556 -0.117 -3.715  0.03
H 3.142 -1.171 4.861  0.34
H 1.453 -3.932 -5.642  0.34
H 0.797 0.541 -5.268  0.30
H -2.852 5.320 -2.325  0.32
H 1.359 -2.560 -1.411  0.08
H -2.230 -0.882 5.860  0.37
H -5.112 1.214 1.120  0.28
H -2.455 -2.526 -2.203  0.51
H 5.146 2.648 3.151  0.33
H -4.005 -2.407 0.015  0.36
H -1.996 -1.986 3.790  0.55
H 1.597 -1.515 2.494  -0.62
H 1.581 -2.940 0.741  -0.25
H -0.526 -1.657 3.040  -0.20
H -1.505 5.617 -1.246  0.35
H -1.345 4.444 -2.665  0.18
H -5.796 1.553 2.769  0.31
H 3.050 -5.054 1.205  0.35
H -0.132 0.154 4.822  -0.03
H -3.395 1.270 4.343  0.37
H 4.445 1.617 0.787  0.04
H -1.628 -1.723 0.286  -0.29
H 0.169 -2.835 -6.274  0.25
H 3.850 3.863 0.170  0.44
H 4.415 0.950 3.260  0.56
H 3.127 -2.940 0.044  0.21
H 0.436 -2.469 5.111  0.37
H -2.463 1.878 -1.644  0.21
H 3.397 3.419 1.805  0.29
H -0.231 2.571 -4.471  0.10
H -0.386 2.761 -6.295  0.40
H 0.851 -2.817 -3.693  -0.17
H -2.236 -0.126 0.608  -0.17
H -0.204 -4.528 -5.963  0.32
H -1.420 -2.194 -4.380  0.30
H -1.471 0.355 3.654  -0.19
H 1.739 0.873 3.373  0.16
H 3.402 -1.629 2.552  0.12
H -2.771 1.573 2.189  -0.07

As for the net charge: -1. As for the multiplicity: 1. For the lowest unoccupied orbital energy, the calculation gives 2.27 eV. The calculation puts the molecular weight at 683.53 g mol⁻¹. For the HOMO energy, the calculation gives -7.22 eV. As for the HOMO-LUMO gap: 9.5 eV.

> The highest multiplicity belongs to which entry?

C39H34BBrCl5F4GdN4OSSi